Entry from the OMol25 dataset: C7H10N4O7SZr as an isolated structure (the ωB97M-V functional and the def2-TZVPD basis).

Structure (ORCA input):
```
! wB97M-V def2-TZVPD RIJCOSX def2/J DEFGRID3
* xyz 0 1
Zr 0.381 -0.602 0.660
N -1.547 0.687 0.983
C -2.739 -0.190 0.945
C -2.555 -1.271 -0.112
O -3.507 -1.827 -0.622
N -1.242 -1.511 -0.375
C -0.928 -2.470 -1.424
C 0.510 -2.202 -1.833
O 0.960 -2.391 -2.932
O 1.227 -1.674 -0.831
H -1.650 1.441 0.310
H -1.422 1.110 1.899
H -2.829 -0.676 1.917
H -3.658 0.357 0.743
H -1.013 -3.506 -1.078
H -1.589 -2.362 -2.283
O 0.865 0.855 2.485
S 0.982 -0.510 3.114
O 1.347 -0.578 4.478
O -0.345 -1.136 2.713
O 1.895 -1.212 2.108
N 2.262 2.250 -2.079
C 2.083 3.151 -1.051
C 1.444 2.469 -0.071
N 1.230 1.170 -0.496
C 1.746 1.074 -1.712
H 2.724 2.427 -2.955
H 2.437 4.164 -1.104
H 1.155 2.786 0.915
H 1.775 0.177 -2.311
*
```

The value obtained for the energy is -1463.951340 a.u. For the orbital gap, the calculation gives 9.55 eV.